C92H197F6N11O18S6 | the ωB97M-V functional and the def2-TZVPD basis

Values from the calculation:
Frontier orbital gap (Eh): 0.129
HOMO (eV): -6.77
Total energy (eV): -233133.102
LUMO level (eV): -3.27
Total charge: +2
Maximum force (Eh/bohr): 0.20695

The geometry in XYZ format:
```
330
Properties=species:S:1:pos:R:3:forces:R:3:mulliken_charge:R:1
S 1.158167 1.213619 -8.872020 0.982 -4.288 -9.690 0.872
S 4.296296 0.808410 1.138215 1.884 3.429 -9.046 0.597
S 3.941321 -0.628423 2.978762 -2.201 -2.228 1.247 -0.061
S 1.683326 1.969835 -6.716755 1.757 1.354 1.364 0.621
S -2.304706 2.874827 5.781857 -2.775 -8.573 -4.011 1.076
S -2.028010 4.752033 6.877010 -1.638 5.782 4.085 1.089
F -2.909290 5.835682 7.782346 0.751 -1.027 -1.272 -0.369
F 2.975071 -0.532743 4.255755 -0.139 0.476 -0.389 -0.283
F 0.044754 1.468195 -10.044583 0.209 -0.153 0.803 -0.348
F 0.900867 2.471718 -5.481343 -1.245 0.572 0.953 -0.081
F 5.129945 2.199813 1.027625 -0.465 0.095 -0.261 -0.417
F -3.438018 2.142127 4.888783 0.460 -0.804 0.217 -0.311
O -1.266782 5.665169 6.000453 -0.960 -2.105 1.400 -0.534
O 2.274109 1.953186 -9.443247 -0.921 -1.408 1.528 -0.579
O 3.143499 1.077180 0.228725 2.351 -1.179 2.072 -0.258
O 5.364174 -0.098162 0.674280 -2.492 0.478 1.323 -0.637
O 2.589829 3.102531 -6.982996 -1.666 -2.166 0.540 -0.414
O -4.142471 0.513389 -2.816262 2.808 -0.121 -1.611 -0.190
O -2.911999 -4.540623 2.792194 1.215 -2.348 -1.341 -0.622
O -3.244738 -3.144216 4.481372 -0.059 -0.322 -0.256 -0.699
O 3.178087 -1.587532 2.105815 1.795 2.871 1.748 0.231
O -5.862770 0.956718 -1.541988 -0.361 -0.146 0.422 -0.769
O 2.233992 0.716604 -6.214185 -0.602 1.516 -1.161 -0.572
O 5.134418 -1.109869 3.585701 0.332 0.202 -0.419 -0.773
O -1.946243 1.780528 6.741774 -0.117 2.345 -1.897 -0.708
O -1.352127 3.105254 4.690029 0.474 0.590 1.696 -0.284
O -4.481856 4.577207 3.684887 2.575 1.138 -3.083 -0.630
O -6.245815 3.504113 3.777772 -2.078 -1.780 -2.165 -0.802
O 1.158660 -0.260776 -8.831978 0.666 2.306 0.168 -0.627
O -1.362606 4.046609 7.985821 -0.011 1.074 -2.222 -0.588
N 3.088577 3.733648 5.253863 -0.592 -0.521 -0.127 0.642
N 0.381769 1.826495 -7.771976 0.846 2.403 5.809 0.006
N 4.011446 1.010602 2.597642 -1.226 -4.375 3.645 0.384
N -1.474860 -1.145772 0.113864 -0.042 0.021 1.937 0.873
N 4.220987 5.095033 -3.791447 -0.828 -1.007 -0.455 0.599
N 0.452519 -2.847671 5.943076 -1.328 -0.785 -0.629 0.890
N 5.768738 -5.097998 2.160800 1.450 -0.454 0.008 0.343
N -2.389051 -0.801734 -6.585637 -0.457 -0.702 -0.255 1.074
N -5.873986 -7.418059 1.067718 -0.157 0.689 -0.395 0.362
N -2.680977 6.321785 -1.755552 1.447 2.731 -0.809 1.076
N -3.381059 3.937599 6.206130 4.864 2.266 1.796 -0.363
C -2.864340 9.942089 -3.437965 0.570 -0.555 0.501 -1.420
C -2.441720 0.500512 1.815228 1.386 0.960 -0.848 -0.139
C 3.741631 5.791047 -5.102611 1.088 0.155 0.179 -1.053
C 1.023702 -4.622806 4.079975 1.083 0.519 -0.002 -0.139
C 0.393904 -3.266891 4.435410 -0.018 -0.442 1.175 0.942
C 4.405153 7.490235 5.439327 1.118 -1.184 0.587 -1.523
C -1.513518 4.542247 -2.885308 0.271 -0.555 -1.240 0.784
C -2.226517 7.786923 0.427605 0.226 -2.738 -0.791 -0.267
C 1.507706 -0.921758 7.899751 -1.218 0.356 -0.072 0.345
C -2.488042 7.876044 1.900204 -1.621 -0.180 0.832 -1.169
C -1.661199 -0.482452 2.632871 0.218 -2.634 -0.553 0.038
C -0.081833 -1.366176 5.955404 0.702 -0.202 1.590 0.200
C -7.525943 -7.030858 2.830634 -1.660 -0.793 -0.557 -0.832
C 1.740174 4.545972 3.095238 0.578 0.336 1.925 -0.307
C 1.844417 -3.003399 6.512674 0.258 0.673 0.230 -0.116
C -2.712312 -0.250389 0.508692 -0.517 0.929 -1.188 -0.830
C 1.963179 -2.377786 7.916356 0.593 -0.021 -0.789 -1.458
C -7.233003 -7.846913 1.570551 -0.105 0.266 0.234 -0.726
C -0.518198 -3.797768 6.680688 0.480 0.404 0.164 -1.043
C 2.626083 3.431220 3.758650 1.149 2.129 0.129 -0.489
C -6.693167 -6.042733 -1.002113 1.735 -0.593 -1.105 -0.844
C 5.429954 5.779585 -3.131401 -1.274 0.914 -0.533 -0.773
C 1.752520 3.906282 6.168435 2.122 0.128 0.545 -0.271
C -5.849370 -6.076368 0.312456 -2.614 0.159 0.886 -0.229
C -4.724467 -3.049218 2.595904 -0.091 -0.123 0.522 -0.625
C 0.672022 2.981856 1.488196 0.000 -0.112 -0.261 0.436
C -3.284117 -1.613885 -5.606528 -0.138 0.128 -0.756 -0.585
C 2.087364 -2.700502 -4.642079 0.145 0.347 -1.103 -0.735
C 3.226566 -3.832620 -0.652149 -0.558 -1.174 -1.736 0.241
C 0.860054 0.989232 -2.330800 -0.590 0.090 0.024 0.105
C -6.188196 -6.914298 3.487126 1.154 -0.669 0.238 -0.570
C -4.040866 -8.380827 -0.481972 -0.644 -0.339 -1.839 0.367
C 3.047164 4.862915 -2.814081 0.740 0.335 0.066 -1.067
C 2.829260 -5.149953 -1.394529 -0.418 0.400 1.058 -1.123
C -3.582639 -3.131581 -5.954574 1.822 1.244 1.317 -0.542
C 2.341714 3.536902 7.535429 -1.539 -0.316 0.199 -0.949
C 0.060881 -0.801067 7.440260 -0.753 -0.309 -1.250 -0.698
C -6.816898 -4.624790 -1.646557 0.099 -1.553 1.829 -0.968
C 0.721577 -4.954063 2.625240 -0.603 -0.473 -0.394 -0.973
C 5.628144 -6.183230 3.196912 -0.870 0.172 0.324 -0.487
C 3.527219 6.229098 5.704441 0.179 0.872 0.575 -0.134
C -4.163348 -3.870314 -4.733366 -2.075 0.255 -0.749 -0.866
C -1.370129 -4.574432 -1.979715 -0.163 0.912 0.402 0.305
C -3.479034 -9.608632 -1.283891 0.174 0.047 0.234 -0.683
C -0.986951 -1.505239 -6.804145 -0.238 1.836 0.261 -1.286
C -3.419614 8.712120 -2.715823 0.109 -0.696 -0.762 -0.099
C 4.305487 2.827489 -2.791603 1.270 -0.274 -0.604 -0.628
C -3.671137 5.469681 -2.455832 -1.849 0.278 0.280 -1.085
C 4.567273 3.611876 -4.081731 -0.323 0.656 -0.792 -0.613
C -5.127761 -7.270482 2.428146 0.433 -0.402 -1.140 -0.424
C -3.224645 6.764584 -0.328289 1.024 0.942 -1.032 -1.400
C -0.475532 0.251484 -1.912017 0.975 0.870 0.623 1.357
C 3.522658 3.748398 -1.861943 -0.225 0.129 -0.038 1.195
C -5.300305 3.858210 3.038103 -0.913 0.232 5.094 0.497
C -0.293898 -0.286814 -0.439464 -1.702 -0.488 -1.171 -0.370
C -3.026208 4.269430 -3.090567 1.027 -0.415 0.673 -0.035
C 3.372149 2.446115 7.312717 0.247 -0.178 1.036 -0.275
C 7.189641 -6.774085 -1.097199 -0.764 0.967 0.463 -1.416
C 1.433499 4.266493 1.667679 -0.155 -0.449 -1.266 -0.415
C -2.169351 -5.471832 -1.118419 -0.907 -1.600 0.583 -0.702
C 4.884948 5.844505 -6.195972 -2.286 0.500 -0.894 -0.539
C 6.329288 7.974532 -2.165120 0.238 -0.211 0.112 -1.448
C -1.386942 5.468075 -1.706822 -1.867 0.166 0.939 -0.808
C 5.095137 7.154607 -2.507486 0.115 -0.569 1.019 -0.253
C -2.050322 6.691982 2.772177 0.304 0.021 0.339 -0.653
C 3.739138 2.455050 5.861008 -1.098 0.213 -1.287 0.400
C -2.319607 7.639141 -2.639190 -0.274 -0.803 1.524 -1.416
C -5.101563 3.364816 1.619432 0.229 0.207 -0.060 0.088
C -3.589206 0.878574 -7.931035 -0.315 0.131 -0.760 -0.803
C -1.874756 -2.344686 -0.809319 0.225 0.333 0.476 0.019
C 6.505206 -6.819436 0.339210 2.134 0.589 -0.701 -0.152
C -2.310810 0.678954 -6.036482 0.712 -0.793 0.428 0.514
C 6.249825 -3.905143 3.039365 -1.378 0.350 -0.205 -1.167
C 1.203599 -2.459032 -5.906388 -1.020 -0.443 0.964 -1.130
C 5.260367 -5.519655 4.544731 -0.324 -0.499 -0.247 -0.873
C 5.397481 -3.996030 4.327909 -0.028 -1.012 -0.174 0.576
C -0.816544 -3.450176 -1.089211 0.598 1.763 -0.569 0.790
C -1.099531 -1.541149 1.569485 0.173 -0.265 0.278 0.450
C -5.162010 0.182584 -2.204829 -1.584 0.491 0.744 0.100
C 4.246424 6.272273 -7.608052 -0.496 -0.594 1.294 -0.427
C 4.198436 4.863493 5.479901 -1.797 0.808 -1.178 -0.622
C -5.635282 -1.274259 -2.248524 -0.101 0.213 0.424 -0.120
C 4.419330 -3.976527 0.271286 0.379 0.334 1.159 0.393
C 4.328405 -4.932519 1.494466 1.871 0.728 -0.149 -0.248
C 6.910225 -5.526311 1.156365 -1.837 -0.399 0.560 -1.160
C -0.111798 -1.708675 -5.558041 -0.244 0.262 0.016 2.076
C -3.559587 1.450430 -6.481008 0.437 -2.252 -0.939 -0.540
C -1.977697 -9.380573 -1.614106 -0.383 -0.594 1.192 -1.129
C 5.236118 6.650103 -8.649107 1.223 0.212 -0.460 -1.442
C -3.541982 -3.664472 3.371736 -0.176 2.778 0.945 0.484
C -3.106488 -0.596724 -7.975528 -0.750 0.095 1.760 -0.690
C -5.478071 -8.502760 0.100236 2.202 -1.066 0.498 -1.139
H 1.511259 -3.107843 -3.811250 -0.106 -0.094 -0.038 -0.087
H 2.304636 4.245446 1.012868 0.660 -0.133 0.352 -0.182
H 0.833372 5.025477 1.165786 -0.193 0.532 0.612 0.314
H 6.957204 7.508253 -1.405910 -0.009 -0.343 -0.075 0.339
H 4.618109 7.609117 4.376960 -0.812 0.577 -0.123 0.345
H 0.188496 -0.824165 -4.996300 -0.192 0.637 -0.510 -0.454
H 1.252134 4.874409 6.147583 0.553 0.192 -0.387 0.425
H 0.789941 -5.451465 4.748397 -0.712 0.188 -0.034 0.731
H -4.577263 0.973018 -8.381516 0.080 -0.038 -0.114 0.534
H -4.437581 1.138815 -5.915199 0.039 -0.171 0.067 0.262
H 4.160381 4.055790 -1.033140 -0.036 0.455 -0.125 0.304
H -4.989781 -2.057943 2.963438 -0.087 -0.144 0.099 0.445
H 2.139917 -4.051933 6.549444 -0.576 -0.183 -0.008 0.371
H 2.267470 -3.466076 -0.286245 0.410 0.293 0.816 -0.774
H -4.071375 -7.652037 -1.291935 0.240 0.703 0.508 -0.192
H -7.113265 -8.857519 1.960971 0.295 -0.190 -0.454 0.491
H 5.434051 7.412967 5.790767 0.170 -0.610 0.507 0.374
H -2.035731 -4.137832 -2.724326 0.263 0.052 -0.346 -0.636
H -6.073727 -6.638081 -1.672906 -0.143 -0.097 -0.565 0.308
H -0.024102 -1.532453 1.746881 0.193 -0.336 -0.796 -0.427
H 0.611743 -0.892116 -0.400339 -0.114 -0.131 0.175 0.177
H 4.272053 -5.830050 4.883830 -0.262 0.262 -0.294 0.342
H -0.234695 0.496506 0.316186 0.277 0.260 -0.388 0.117
H 4.785502 2.363377 5.569744 -0.071 0.339 0.069 0.695
H -1.120362 -2.486904 -7.258706 -0.518 0.203 -0.138 0.464
H 4.010235 -5.938381 1.220411 0.007 0.151 0.233 0.662
H -4.418353 5.181911 -1.716270 -0.044 -0.096 -0.030 0.510
H -7.651748 -4.634630 -2.347300 0.530 0.178 -0.317 0.427
H 4.072519 8.349429 6.021762 -0.546 0.132 -0.773 0.398
H -3.617969 -10.554134 -0.759646 0.214 0.016 0.390 0.416
H -0.541026 -0.820989 -7.525985 0.367 -0.349 -0.026 0.206
H 6.761142 -5.930666 -1.638626 -0.452 0.047 -0.091 0.339
H -2.345768 -1.001761 3.303534 -0.054 -0.215 0.008 0.133
H 4.615025 7.068051 -1.532763 -0.529 -0.439 -0.114 0.221
H -4.249155 8.309828 -3.297314 -0.230 -0.027 0.176 0.389
H -2.186219 -1.824634 -1.715205 -0.083 -0.249 -0.156 0.002
H -0.476319 6.067023 -1.717702 -0.306 0.108 0.265 0.303
H 2.951588 1.457707 7.497851 0.113 0.164 0.379 -0.221
H 4.794642 -6.758328 2.793623 0.599 -0.846 0.492 0.217
H 2.577628 -2.563257 5.836830 -0.311 0.447 -0.245 -0.166
H -0.779501 -2.208633 -4.856397 0.399 -0.790 0.318 -0.532
H -6.052754 -5.981458 4.034441 0.358 -0.032 -0.333 0.266
H -2.830048 0.408608 -0.351516 -0.439 0.044 0.066 0.382
H -4.275709 -6.591087 2.451285 -0.076 0.327 -0.705 0.103
H -4.207457 -1.037314 -5.550755 -0.151 -0.140 -0.068 0.852
H 4.776975 6.567706 -9.634250 0.003 0.578 -0.004 0.406
H -2.085568 8.804470 2.305327 0.176 -0.021 -0.073 0.435
H 5.885591 -5.925592 5.339980 0.406 0.298 -0.176 0.389
H -3.646681 -0.790577 0.661159 0.393 -0.845 -0.524 0.510
H -1.580626 -5.800093 -0.261840 -0.107 0.051 0.239 0.204
H -0.107728 -4.804687 6.604955 -0.270 0.036 -0.517 0.460
H -3.294913 0.903868 2.360629 -0.307 -0.295 -0.406 0.795
H -5.295005 4.222779 0.975552 0.370 0.106 -0.358 0.245
H 2.186324 2.435642 3.699263 -0.057 0.292 0.539 0.024
H 5.812011 5.014739 -2.455280 0.260 0.458 0.134 0.660
H 2.678604 3.257457 -1.377547 -0.040 -0.004 -0.222 -1.125
H 7.725700 -5.783832 1.832229 0.085 0.145 -0.211 0.666
H 7.035309 -7.637872 -1.743854 -0.004 -0.192 0.481 0.371
H 3.160489 6.234298 6.730889 0.116 0.215 0.125 0.285
H -4.065179 3.028487 1.589548 0.275 0.260 -0.444 -0.540
H -6.387671 -5.397437 0.973799 0.374 0.186 0.419 0.540
H -3.102888 -5.035740 -0.762850 0.144 0.312 0.202 -0.209
H 2.626281 6.421259 5.121802 0.031 -0.652 -0.268 0.177
H 5.255905 -4.258006 -0.368244 0.041 -0.409 0.054 0.246
H -4.807023 -5.758324 0.290533 -0.157 -0.119 -0.496 0.141
H -4.193252 6.092591 -3.182106 0.068 -0.023 0.014 0.249
H 8.239378 -6.481935 -1.125358 0.199 -0.523 0.607 0.370
H 3.562531 3.432796 3.200840 0.083 -0.363 0.017 0.288
H 2.700684 -5.919828 -0.633702 -0.131 -0.447 -0.293 0.271
H 4.182895 2.613799 8.021730 0.239 -0.232 -0.261 0.371
H -1.507209 -10.320934 -1.901254 -0.197 0.158 -0.872 0.422
H 5.964948 8.876954 -1.674217 0.313 0.334 -0.473 0.396
H 5.721947 7.609832 -8.473045 -0.205 0.191 -0.254 0.354
H -3.624809 10.706523 -3.597429 0.209 -0.049 0.081 0.393
H -5.117995 -1.914645 -2.962947 -0.083 0.111 -0.074 -0.324
H 1.465563 1.377151 -1.511677 -0.253 -0.315 0.434 -0.592
H -5.250371 -3.798445 -4.697004 -0.244 0.396 -0.033 0.414
H -7.655635 -6.550944 -1.060894 -0.064 0.030 1.032 0.362
H -0.755123 -0.458694 -2.690196 0.414 -0.697 0.382 -0.791
H 6.956449 8.142942 -3.040573 -0.051 0.457 0.070 0.378
H 4.737813 -3.038590 0.726205 -0.313 0.434 -0.377 -0.435
H -0.670823 -1.290875 8.082747 0.160 -0.463 0.031 0.348
H -1.806798 -8.538876 -2.285255 0.027 -0.324 -0.197 0.234
H 1.483218 3.157836 8.089860 0.045 0.001 0.303 0.609
H -5.474368 -1.643715 -1.235754 0.003 -0.316 0.107 -0.079
H 5.594750 3.545351 -4.439469 -0.032 0.135 0.170 0.550
H -6.715635 -1.245617 -2.390366 0.043 -0.278 -0.176 0.592
H 0.913989 -3.441507 -6.279180 0.045 -0.196 -0.133 0.541
H 3.203344 1.601669 5.445359 0.126 0.217 -0.526 -0.803
H 3.886228 1.841457 -2.991769 -0.438 0.263 -0.070 0.320
H 3.010704 -2.432712 8.212602 0.121 -0.125 -0.079 0.491
H 0.608680 1.878428 -2.908940 -0.076 -0.092 -0.292 -0.128
H -5.810664 -4.444697 -2.024924 -0.460 0.837 -0.367 -0.077
H -4.558225 -3.001772 1.519704 0.186 -0.157 -0.071 -0.277
H 5.315980 2.599300 -2.452587 -0.184 -0.038 0.779 0.407
H 2.809350 5.364749 -5.473039 0.395 -1.054 0.052 0.329
H -7.096262 -3.986455 -0.808350 0.223 0.648 -0.361 0.350
H 0.591104 2.810535 0.414784 -0.456 -0.223 -0.081 0.077
H -2.381850 9.672896 -4.377569 -0.249 0.034 -0.186 0.346
H -2.635171 -3.668240 -6.003786 0.386 0.378 -0.846 0.200
H -3.493868 5.798659 0.099038 0.620 0.122 0.848 0.857
H 0.510410 -0.864412 5.190175 0.575 0.263 0.486 -0.446
H 2.763348 4.319607 8.166067 -0.131 0.435 -0.567 0.336
H 7.288360 -3.990476 3.359149 0.122 -0.530 -0.677 0.409
H -2.182099 0.620500 -4.955688 0.087 -0.031 -0.018 -0.244
H 6.960433 -7.611490 0.933792 -0.266 -0.365 -0.241 0.499
H 2.220105 5.523029 3.151202 0.481 -0.070 0.147 0.325
H -3.278668 -8.148269 0.261714 -0.332 0.347 0.195 0.300
H -3.923131 -1.318579 -7.986817 -0.030 0.131 0.028 0.255
H -3.990624 -9.790554 -2.229026 -0.338 0.399 -0.018 0.365
H -6.043728 -7.745248 4.177611 -0.408 0.315 0.533 0.403
H -5.547623 -3.740937 2.774911 -0.411 0.157 -0.104 0.351
H -6.287026 -8.603353 -0.623341 0.335 0.239 -0.145 0.376
H 1.624962 -0.344353 8.816793 0.081 -0.585 0.394 0.682
H -5.723762 2.554416 1.239664 -0.260 0.054 0.509 0.285
H -3.862763 -3.446249 -3.775288 0.538 -0.325 -0.148 -0.408
H -2.737098 -2.865547 -0.393187 -0.173 0.596 0.407 -0.086
H -5.400645 -9.462346 0.611415 -0.638 0.074 0.599 0.544
H -3.569241 7.973268 1.998518 -0.223 0.117 0.398 0.422
H -0.270216 0.233498 7.530513 -0.016 0.157 -0.719 0.475
H -0.583363 -3.650989 7.758795 0.292 0.724 -0.137 0.481
H -3.455016 4.066306 -4.071870 0.656 0.239 -0.209 0.138
H -2.058266 10.279888 -2.786637 -0.029 0.698 -0.127 0.350
H -1.418299 -9.200421 -0.696114 -0.121 0.511 0.271 0.339
H -1.270452 7.264522 0.461028 0.563 0.141 -0.841 -0.003
H -3.782592 9.018177 -1.734660 0.059 -0.225 -0.011 0.275
H -1.075142 -1.322965 5.508663 -0.332 -0.576 0.582 0.165
H -1.517324 -3.662276 6.266593 0.077 -0.209 -0.359 0.226
H -1.954163 7.293026 -3.606022 -0.533 -0.235 -0.147 0.648
H 3.359133 6.763741 -4.793319 0.702 0.411 -0.011 0.728
H 3.495991 7.043513 -7.434475 0.169 0.407 0.050 0.444
H 3.670500 5.501213 -8.119780 -0.118 -0.708 0.933 0.173
H 5.347345 4.871352 -6.361067 0.084 0.055 0.331 0.392
H 0.859764 -2.415602 3.939037 0.143 -0.317 -0.366 0.007
H -0.389118 -3.816368 -0.155776 -0.150 -0.224 0.088 -0.746
H 4.844631 4.950855 4.606470 -0.299 -0.584 -0.409 0.422
H -8.144831 -7.678489 3.451639 -0.254 0.126 -0.015 0.443
H 6.056426 5.934700 -8.707301 0.054 -0.251 0.212 0.352
H 5.609879 6.606694 -5.910244 0.159 -0.148 -0.099 0.380
H -4.091125 -3.184280 -6.917261 -0.278 -0.387 0.346 0.501
H -2.296048 5.666551 2.496098 -0.618 0.137 -0.537 0.208
H 5.444893 -7.047962 0.231496 0.054 0.429 0.082 0.210
H 1.545713 0.394662 -2.934511 -0.200 -0.249 -0.051 0.243
H 3.811869 -4.551646 2.375513 -0.707 0.101 -0.546 -0.394
H -2.492681 -6.391189 -1.606614 0.191 0.078 -0.312 0.163
H -1.848863 1.372365 1.538676 0.151 0.197 0.290 -0.934
H 4.878456 4.608805 6.292803 -0.551 -0.325 0.232 0.496
H 2.741001 5.817697 -2.386585 0.166 -0.091 0.153 0.511
H -1.029375 3.577737 -2.732284 0.248 0.134 0.264 -0.792
H 6.120950 -3.016651 2.421245 0.045 0.121 0.403 0.609
H 5.884921 -3.629522 5.231341 0.015 0.685 -0.466 0.836
H -1.470205 -2.564613 1.626220 -0.160 0.041 0.677 0.223
H -7.914135 -7.902792 0.721397 -0.217 0.392 0.342 0.586
H -0.972214 6.666268 2.930707 0.321 0.355 0.001 0.183
H 4.403464 -3.563920 4.212554 0.224 0.284 0.010 -0.953
H -2.495305 -0.808168 -8.852940 0.478 0.072 0.488 0.500
H 2.105386 -4.554469 4.195711 0.352 0.163 -0.041 -0.556
H 3.470577 -5.497447 -2.204509 0.274 0.157 0.245 0.391
H 2.222436 4.479260 -3.414694 0.083 0.012 -0.174 0.346
H 2.617438 -1.813821 -4.294346 -0.280 0.297 -0.047 0.239
H -2.865734 1.359457 -8.589400 -0.181 0.696 0.211 0.220
H 1.222994 2.128946 1.884515 -0.209 -0.104 0.093 -0.134
H -3.164798 3.335650 -2.545635 -0.761 0.145 0.268 0.053
H 7.194567 -4.640430 0.588501 -0.239 -0.184 -0.193 0.590
H 6.575755 -6.700201 3.348164 -0.241 -0.239 -0.598 0.503
H -2.106344 8.750122 -0.068296 -0.364 -0.148 -0.124 0.469
H 1.314287 -4.395473 1.900824 0.030 0.356 0.148 -0.147
H 1.684297 -1.954278 -6.744388 0.298 0.193 0.321 0.368
H -2.515183 6.781073 3.754048 0.079 0.009 -0.002 0.328
H -1.301102 0.952437 -2.035315 -0.121 0.198 0.667 -0.294
H 6.132096 6.029647 -3.926744 0.098 -0.716 -0.048 0.384
H -4.055790 -4.948852 -4.848600 0.692 0.039 0.323 0.579
H -0.993259 4.984087 -3.735132 -0.197 0.112 -0.256 0.272
H -4.197099 7.215484 -0.526063 0.113 0.243 -0.133 0.564
H -1.594470 5.006109 -0.741613 0.917 -0.563 0.042 0.333
H 0.853601 4.683311 3.714279 -0.473 -0.250 -0.243 0.045
H -0.337972 -4.810551 2.413405 -0.184 0.290 0.008 0.010
H 0.980288 3.209562 5.842334 0.378 -0.386 -0.342 -0.051
H -0.662578 -3.346295 4.179210 -0.272 0.385 0.141 -0.357
H -2.827061 -1.424247 -4.635330 0.032 -0.534 0.085 -0.445
H 1.442243 -3.068414 8.579494 -0.317 0.612 0.421 0.451
H 3.935016 3.344256 -4.928317 -0.146 -0.134 0.110 -0.155
H -0.291451 3.125035 1.977397 -0.170 -0.509 -0.068 0.058
H -0.589422 -5.150220 -2.476774 0.177 0.295 -0.030 0.574
H 2.885237 -3.392562 -4.911430 -0.075 -0.235 0.115 0.556
H 1.990755 -0.275754 7.166645 0.891 -0.573 -0.260 -0.655
H -1.413912 1.031061 -6.546088 -0.053 0.374 0.261 -0.272
H -0.004830 -2.954839 -1.621983 0.328 0.026 -0.073 0.109
H 1.850249 -4.922920 -1.816538 -0.064 -0.384 -0.183 -0.054
H 3.449029 -3.223052 -1.527964 0.471 0.795 0.524 0.749
H 0.865812 -6.003541 2.368582 0.320 -0.172 0.322 0.656
H -3.545581 2.535651 -6.379973 0.619 -0.141 -0.311 0.420
H -0.797321 -0.238147 3.251035 -0.206 0.985 -0.199 -0.242
H -1.422535 8.022886 -2.153295 -0.157 0.153 0.263 0.461
H -8.139813 -6.141041 2.690993 0.569 0.293 -0.172 0.307
H -4.730055 -8.284294 2.474220 -0.004 -0.027 0.864 0.510
H 4.444535 7.775316 -3.123560 -0.024 -0.314 -0.307 0.297
```
Positions in Å, forces in eV/Å.